Version a
DFT (ωB97M-V/def2-TZVPD) results for a 4-piece molecular cluster, C16H20F12O8 overall.

Structure (XYZ):
```
56
Properties=species:S:1:pos:R:3:nbo_charge:R:1
C 2.006 3.446 -17.267 -0.636
C 1.337 3.586 -15.928 -0.079
O 2.394 3.484 -14.930 -0.489
C 2.155 3.344 -13.612 0.686
O 1.006 3.374 -13.097 -0.556
C 3.368 3.344 -12.646 0.911
F 4.403 3.838 -13.221 -0.290
F 3.207 3.929 -11.461 -0.291
F 3.648 2.032 -12.382 -0.329
H 2.961 3.961 -17.368 0.224
H 1.399 3.737 -18.125 0.229
H 2.300 2.407 -17.419 0.217
H 0.553 2.829 -15.914 0.199
H 0.712 4.438 -15.656 0.205
C 9.472 5.557 -16.802 -0.627
C 9.673 6.657 -15.714 -0.081
O 9.752 7.936 -16.325 -0.474
C 10.119 8.963 -15.549 0.683
O 10.219 8.878 -14.327 -0.538
C 10.432 10.253 -16.298 0.904
F 11.616 10.819 -15.927 -0.302
F 10.332 10.035 -17.628 -0.307
F 9.509 11.139 -16.009 -0.297
H 9.399 4.575 -16.335 0.220
H 10.194 5.563 -17.618 0.219
H 8.551 5.693 -17.370 0.209
H 10.614 6.310 -15.286 0.193
H 8.898 6.571 -14.953 0.199
C -0.345 -2.924 -14.476 -0.616
C -0.451 -4.026 -13.384 -0.080
O -1.474 -3.652 -12.474 -0.480
C -1.470 -4.266 -11.285 0.704
O -0.612 -5.007 -10.898 -0.539
C -2.671 -3.849 -10.315 0.907
F -2.291 -2.938 -9.407 -0.306
F -3.628 -3.294 -11.132 -0.323
F -3.217 -4.832 -9.561 -0.302
H -0.063 -1.981 -14.008 0.215
H -1.318 -2.876 -14.964 0.215
H 0.431 -3.221 -15.181 0.216
H 0.532 -4.247 -12.968 0.207
H -0.821 -4.891 -13.935 0.183
C 2.452 0.308 -4.277 -0.664
C 3.740 -0.509 -4.490 -0.086
O 3.504 -1.887 -4.573 -0.482
C 3.455 -2.620 -3.389 0.685
O 3.536 -2.126 -2.283 -0.523
C 3.445 -4.100 -3.615 0.897
F 4.347 -4.747 -2.875 -0.292
F 2.242 -4.507 -3.275 -0.297
F 3.624 -4.362 -4.924 -0.304
H 1.741 0.049 -3.493 0.232
H 2.008 0.408 -5.268 0.213
H 2.505 1.384 -4.111 0.228
H 4.420 -0.148 -3.719 0.194
H 4.308 -0.226 -5.377 0.200
```

Its lowest unoccupied orbital energy is 0.31 eV. Its structure (SMILES) is CCOC(=O)C(F)(F)F.CCOC(=O)C(F)(F)F.CCOC(=O)C(F)(F)F.CCOC(=O)C(F)(F)F. The value obtained for the frontier orbital gap is 11.653 eV. The value obtained for the HOMO energy is -11.34 eV.

Version b
DFT (ωB97M-V/def2-TZVPD) results for a 4-piece molecular cluster, C16H20F12O8 overall.

Structure (XYZ):
```
56
Properties=species:S:1:pos:R:3:nbo_charge:R:1
C -13.654 10.746 -18.476 -0.638
C -12.940 11.276 -17.197 -0.080
O -13.523 10.688 -16.011 -0.515
C -13.575 11.453 -14.860 0.708
O -12.858 12.478 -14.627 -0.542
C -14.687 10.864 -13.831 0.912
F -15.698 11.734 -13.548 -0.309
F -15.236 9.782 -14.272 -0.298
F -14.077 10.553 -12.696 -0.307
H -14.607 11.255 -18.617 0.252
H -13.768 9.662 -18.503 0.217
H -13.048 10.982 -19.350 0.195
H -13.027 12.359 -17.279 0.211
H -11.919 10.894 -17.216 0.165
C -15.838 8.439 -18.347 -0.651
C -15.575 8.654 -16.899 -0.094
O -16.674 9.290 -16.226 -0.474
C -16.672 10.645 -16.284 0.704
O -15.929 11.311 -17.028 -0.598
C -17.822 11.379 -15.516 0.909
F -17.330 12.243 -14.636 -0.289
F -18.557 11.997 -16.448 -0.303
F -18.588 10.490 -14.872 -0.307
H -15.055 7.837 -18.806 0.208
H -16.008 9.424 -18.781 0.216
H -16.800 7.926 -18.337 0.214
H -14.588 9.087 -16.734 0.221
H -15.471 7.723 -16.341 0.195
C -10.352 8.316 -23.613 -0.631
C -11.021 8.200 -22.223 -0.075
O -10.247 7.604 -21.198 -0.497
C -10.181 6.270 -21.023 0.706
O -10.694 5.470 -21.797 -0.541
C -9.310 5.945 -19.749 0.907
F -8.838 7.023 -19.213 -0.291
F -10.024 5.222 -18.891 -0.314
F -8.349 5.108 -20.054 -0.302
H -9.467 8.953 -23.633 0.209
H -11.072 8.783 -24.285 0.218
H -10.112 7.309 -23.954 0.220
H -12.016 7.763 -22.311 0.217
H -11.266 9.240 -22.009 0.192
C -9.843 9.359 -18.748 -0.671
C -11.248 9.761 -18.335 -0.031
O -12.184 8.698 -18.168 -0.513
C -12.597 7.787 -19.112 0.717
O -12.109 7.714 -20.262 -0.580
C -13.677 6.706 -18.673 0.912
F -14.600 6.703 -19.652 -0.275
F -13.132 5.515 -18.475 -0.277
F -14.192 7.102 -17.512 -0.303
H -9.097 10.125 -18.956 0.233
H -9.893 8.794 -19.679 0.253
H -9.456 8.598 -18.070 0.218
H -11.689 10.574 -18.912 0.200
H -11.168 10.208 -17.344 0.176
```

Its lowest unoccupied orbital energy is -0.08 eV. Its structure (SMILES) is CCOC(=O)C(F)(F)F.CCOC(=O)C(F)(F)F.CCOC(=O)C(F)(F)F.CCOC(=O)C(F)(F)F. The value obtained for the frontier orbital gap is 10.445 eV. The value obtained for the HOMO energy is -10.52 eV.

Name the most stable of them. version a.

Version a
DFT (ωB97M-V/def2-TZVPD) results for a 2-piece molecular cluster, C3H3O3P overall.

Structure (XYZ):
```
10
Properties=species:S:1:pos:R:3:nbo_charge:R:1
C 0.423 1.620 -1.537 -0.156
C -0.142 0.596 -1.143 -0.453
P -1.381 -0.391 -0.477 0.937
O -0.416 -1.492 0.351 -1.029
H 0.934 2.446 -2.055 0.248
H -1.183 -1.354 -1.676 -0.055
H -0.657 -2.399 0.435 0.503
O 1.440 -0.359 2.699 -0.510
C 0.787 0.305 2.032 1.046
O 0.195 1.028 1.371 -0.532
```

Its lowest unoccupied orbital energy is 0.33 eV. Its structure (SMILES) is C#CPO.O=C=O. The value obtained for the frontier orbital gap is 9.547 eV. The value obtained for the HOMO energy is -9.22 eV.

Version b
DFT (ωB97M-V/def2-TZVPD) results for a 2-piece molecular cluster, C3H3O3P overall.

Structure (XYZ):
```
10
Properties=species:S:1:pos:R:3:nbo_charge:R:1
C -0.227 1.683 0.230 -0.297
C 1.078 1.396 0.377 -0.637
P 1.768 -0.263 -0.051 1.286
O 0.739 -1.261 0.337 -0.997
H -1.116 0.954 0.213 0.237
H -0.436 2.732 0.433 0.197
H 1.825 2.083 0.571 0.208
O -0.995 -2.988 -1.669 -0.517
C -1.182 -2.463 -0.692 1.032
O -1.456 -1.873 0.251 -0.513
```

Its lowest unoccupied orbital energy is -1.03 eV. Its structure (SMILES) is C=CP=O.O=C=O. The value obtained for the frontier orbital gap is 8.423 eV. The value obtained for the HOMO energy is -9.46 eV.

Name the most stable of them. version b.

Version a
DFT (ωB97M-V/def2-TZVPD) results for C19H24N4O3 in the gas phase.

Structure (XYZ):
```
50
Properties=species:S:1:pos:R:3:nbo_charge:R:1
C 0.757 5.131 -2.425 -0.680
C 0.775 4.290 -1.231 0.009
C 0.791 3.602 -0.249 -0.033
C 0.793 2.714 0.911 -0.484
C 1.815 1.572 0.746 -0.117
N 1.660 0.827 -0.499 -0.603
C 0.471 0.484 -1.046 0.671
O -0.580 0.408 -0.407 -0.676
C 0.524 0.158 -2.475 -0.045
N 1.662 0.269 -3.223 -0.418
C 1.350 -0.092 -4.437 0.153
N 0.028 -0.444 -4.526 -0.315
C -0.713 -0.879 -5.602 0.015
C -2.018 -1.164 -5.425 -0.249
C -2.624 -1.016 -4.136 -0.207
C -1.898 -0.588 -3.075 -0.180
C -0.522 -0.289 -3.261 0.132
C 1.786 0.689 2.000 0.680
O 2.611 0.844 2.885 -0.633
N 0.781 -0.210 2.053 -0.653
C 0.565 -1.054 3.223 -0.070
C 1.543 -2.226 3.192 -0.072
O 1.315 -3.085 2.084 -0.724
C -0.898 -1.482 3.241 -0.404
C -1.275 -2.354 4.431 -0.396
C -2.773 -2.623 4.486 -0.599
H 1.708 5.647 -2.553 0.233
H 0.574 4.530 -3.316 0.233
H -0.029 5.883 -2.357 0.234
H 1.063 3.264 1.815 0.246
H -0.205 2.301 1.055 0.255
H 2.813 2.005 0.724 0.235
H 2.412 0.904 -1.168 0.427
H 2.010 -0.126 -5.287 0.203
H -0.188 -0.966 -6.541 0.219
H -2.600 -1.506 -6.268 0.230
H -3.673 -1.250 -4.019 0.224
H -2.314 -0.459 -2.088 0.257
H 0.073 -0.166 1.325 0.436
H 0.794 -0.460 4.113 0.212
H 2.562 -1.831 3.182 0.183
H 1.427 -2.837 4.086 0.180
H 1.461 -2.568 1.284 0.468
H -1.517 -0.579 3.242 0.204
H -1.121 -2.020 2.314 0.210
H -0.739 -3.305 4.374 0.203
H -0.952 -1.868 5.358 0.194
H -3.036 -3.258 5.333 0.209
H -3.336 -1.692 4.578 0.200
H -3.110 -3.125 3.576 0.203
```

Its lowest unoccupied orbital energy is 0.21 eV. Its structure (SMILES) is CC#CC[C@H](NC(=O)c1ncn2ccccc12)C(=O)N[C@H](CO)CCC. The value obtained for the frontier orbital gap is 8.526 eV. The value obtained for the HOMO energy is -8.32 eV.

Version b
DFT (ωB97M-V/def2-TZVPD) results for C19H24N4O3 in the gas phase.

Structure (XYZ):
```
50
Properties=species:S:1:pos:R:3:nbo_charge:R:1
H 9.947 4.377 0.857 0.358
N 10.271 4.178 -0.083 -0.764
C 9.322 3.806 -0.825 0.673
N 9.401 3.463 -2.154 -0.593
C 8.149 3.119 -2.627 -0.005
C 7.297 3.224 -1.605 0.099
C 5.835 3.009 -1.628 0.642
O 5.272 2.933 -2.710 -0.618
N 5.159 2.956 -0.456 -0.425
C 5.698 2.691 0.884 -0.207
C 4.552 1.965 1.595 -0.217
C 4.591 0.466 1.322 -0.624
C 3.336 2.669 0.976 -0.061
N 2.075 2.005 1.204 -0.620
C 0.895 2.672 1.061 0.687
O 0.857 3.842 0.729 -0.631
C -0.353 1.858 1.319 -0.487
C -1.355 1.971 0.145 -0.418
C -1.833 0.621 -0.321 0.003
C -2.972 0.036 0.220 -0.226
C -3.367 -1.230 -0.185 -0.194
C -2.628 -1.925 -1.130 -0.258
C -1.484 -1.361 -1.686 0.096
C -0.664 -2.116 -2.697 -0.651
C -1.106 -0.089 -1.271 -0.264
C 3.710 2.792 -0.504 -0.222
O 8.000 3.655 -0.478 -0.466
H 10.254 3.499 -2.679 0.430
H 7.960 2.837 -3.646 0.245
H 6.594 2.077 0.827 0.214
H 5.956 3.622 1.392 0.205
H 4.601 2.147 2.669 0.218
H 4.509 0.247 0.255 0.214
H 5.535 0.050 1.675 0.222
H 3.798 -0.073 1.844 0.203
H 3.254 3.671 1.402 0.226
H 2.064 1.029 1.440 0.400
H -0.795 2.247 2.238 0.237
H -0.105 0.811 1.501 0.207
H -0.874 2.498 -0.680 0.230
H -2.206 2.583 0.441 0.221
H -3.559 0.579 0.952 0.208
H -4.261 -1.676 0.233 0.212
H -2.947 -2.910 -1.448 0.208
H -0.136 -1.435 -3.364 0.217
H 0.084 -2.740 -2.203 0.218
H -1.290 -2.771 -3.302 0.216
H -0.225 0.370 -1.711 0.205
H 3.433 1.889 -1.056 0.199
H 3.233 3.639 -0.990 0.235
```

Its lowest unoccupied orbital energy is 0.51 eV. Its structure (SMILES) is [H]/N=c1/[nH]cc(C(=O)N2C[C@H](C)[C@H](NC(=O)CCc3cccc(C)c3)C2)o1. The value obtained for the frontier orbital gap is 8.807 eV. The value obtained for the HOMO energy is -8.29 eV.

Name the most stable of them. version b.

Version a
DFT (ωB97M-V/def2-TZVPD) results for a 2-piece molecular cluster, C7H16 overall.

Structure (XYZ):
```
23
Properties=species:S:1:pos:R:3:nbo_charge:R:1
C -0.652 -0.772 -1.516 -0.453
C 0.029 0.199 -0.909 0.081
C 0.382 1.472 -1.639 -0.658
C 0.705 0.019 0.446 -0.271
C 2.118 -0.525 0.167 -0.588
C -0.028 -0.897 1.438 -0.386
C -1.392 -0.389 1.906 -0.608
H -1.037 -0.641 -2.528 0.200
H -0.883 -1.719 -1.032 0.198
H -0.219 1.655 -2.533 0.220
H 0.309 2.361 -1.004 0.215
H 1.422 1.400 -1.969 0.222
H 0.816 1.005 0.928 0.200
H 2.678 -0.658 1.097 0.207
H 2.053 -1.496 -0.339 0.209
H 2.697 0.145 -0.479 0.207
H 0.623 -1.025 2.314 0.202
H -0.134 -1.898 1.000 0.196
H -1.310 0.606 2.361 0.201
H -1.822 -1.064 2.656 0.209
H -2.106 -0.317 1.081 0.212
H -2.190 1.617 -0.588 -0.031
H -2.059 0.925 -0.857 0.015
```

Its lowest unoccupied orbital energy is 1.13 eV. Its structure (SMILES) is C=C(C)[C@H](C)CC.[H][H]. The value obtained for the frontier orbital gap is 10.294 eV. The value obtained for the HOMO energy is -9.16 eV.

Version b
DFT (ωB97M-V/def2-TZVPD) results for a 2-piece molecular cluster, C7H16 overall.

Structure (XYZ):
```
23
Properties=species:S:1:pos:R:3:nbo_charge:R:1
C -0.631 1.160 -2.355 -0.589
C -1.097 0.800 -0.930 -0.574
C 0.158 0.869 -0.121 0.164
C -1.167 0.430 2.131 -0.824
C 1.001 -0.362 -0.102 -0.419
C 0.415 -1.747 -0.407 -0.631
C 1.949 -0.414 1.103 -0.593
H -0.028 2.073 -2.332 0.223
H -1.491 1.323 -3.009 0.220
H -0.020 0.357 -2.780 0.200
H -1.804 1.569 -0.595 0.220
H -1.633 -0.163 -0.952 0.186
H -0.459 1.026 1.519 0.234
H -2.110 0.978 2.164 0.219
H -1.337 -0.564 1.709 0.208
H -0.731 0.342 3.127 0.219
H 1.626 -0.058 -0.970 0.271
H 1.221 -2.477 -0.542 0.215
H -0.212 -2.101 0.420 0.206
H -0.193 -1.752 -1.317 0.207
H 2.788 -1.094 0.919 0.205
H 2.337 0.583 1.328 0.227
H 1.418 -0.781 1.991 0.204
```

Its lowest unoccupied orbital energy is 0.66 eV. The value obtained for the frontier orbital gap is 8.499 eV. The value obtained for the HOMO energy is -7.84 eV.

Name the most stable of them. version a.